Entry 1:
Entry from OMol25: a gas-phase ion, C3H9N3O3P (charge -1) at a distorted geometry (wB97M-V/def2-TZVPD).

molar mass: 166.10 g/mol
HOMO-LUMO gap: 0.302 Ha
HOMO energy: -4.57 eV
structure (SMILES): C[C@@H](N=C(N)N)[P@@](=O)([O-])O
total energy: -23163.661 eV
net charge: -1

Bonds (Å) are listed after each position.
CARTESIAN COORDINATES (ANGSTROEM)
1 C -1.485 1.378 1.344  C2 1.669, H11 1.080, H12 1.084, H13 1.081
2 C -0.352 0.820 0.252  C1 1.669, N3 1.425, P7 1.874, H14 1.099
3 N 0.342 -0.279 0.834  C2 1.425, C4 1.270
4 C 1.423 -0.685 0.305  N3 1.270, N5 1.408, N6 1.376
5 N 2.155 -1.676 0.987  C4 1.408, H15 1.012, H16 1.010
6 N 2.033 -0.173 -0.818  C4 1.376, H17 1.008, H18 1.028
7 P -1.233 0.445 -1.358  C2 1.874, O8 1.481, O9 1.511, O10 1.662
8 O -2.014 1.617 -1.813  P7 1.481
9 O -0.242 -0.204 -2.297  P7 1.511
10 O -2.294 -0.743 -0.882  P7 1.662, H19 0.955
11 H -2.058 0.527 1.681  C1 1.080
12 H -0.971 1.851 2.173  C1 1.084
13 H -2.111 2.076 0.806  C1 1.081
14 H 0.315 1.664 0.029  C2 1.099
15 H 2.479 -2.418 0.380  N5 1.012
16 H 1.613 -2.033 1.760  N5 1.010
17 H 2.805 -0.722 -1.164  N6 1.008
18 H 1.329 0.047 -1.534  N6 1.028
19 H -1.735 -1.491 -0.684  O10 0.955



Entry 2:
Entry from OMol25: a gas-phase ion, C9H16N4O2 (charge +2) at a distorted geometry (wB97M-V/def2-TZVPD).

molar mass: 212.25 g/mol
HOMO-LUMO gap: 0.299 Ha
HOMO energy: -16.35 eV
structure (SMILES): C/[NH+]=c1/cc(CC(N)=O)n(C)/c(=[NH+]\C)o1
total energy: -19629.382 eV
net charge: +2

Bonds (Å) are listed after each position.
CARTESIAN COORDINATES (ANGSTROEM)
1 C 2.435 -2.980 1.990  N2 1.481, H16 1.121, H17 1.017, H18 1.025
2 N 1.929 -1.593 1.876  C1 1.481, C3 1.312, H19 0.955
3 C 1.052 -1.095 1.037  N2 1.312, C4 1.414, O15 1.388
4 C 0.548 0.223 1.122  C3 1.414, C5 1.334, H20 1.129
5 C -0.197 0.959 0.294  C4 1.334, C6 1.476, N10 1.424
6 C -0.242 2.432 0.376  C5 1.476, C7 1.578, H21 1.073, H22 1.135
7 C 1.149 3.140 0.146  C6 1.578, N8 1.319, O9 1.206
8 N 1.186 4.036 -0.820  C7 1.319, H23 1.035, H24 0.983
9 O 2.012 2.784 0.909  C7 1.206
10 N -0.745 0.227 -0.798  C5 1.424, C11 1.465, C12 1.418
11 C -1.384 0.814 -1.978  N10 1.465, H25 1.171, H26 1.036, H27 1.005
12 C -0.550 -1.129 -0.432  N10 1.418, N13 1.311, O15 1.294
13 N -1.461 -2.039 -0.679  C12 1.311, C14 1.398, H28 0.996
14 C -2.767 -2.041 -1.179  N13 1.398, H29 1.053, H30 1.130, H31 1.100
15 O 0.501 -1.774 -0.041  C3 1.388, C12 1.294
16 H 3.551 -2.930 1.896  C1 1.121
17 H 2.207 -3.281 2.934  C1 1.017
18 H 1.955 -3.547 1.284  C1 1.025
19 H 2.211 -0.996 2.567  N2 0.955
20 H 0.953 0.914 1.917  C4 1.129
21 H -0.490 2.582 1.409  C6 1.073
22 H -1.102 2.926 -0.174  C6 1.135
23 H 0.317 4.084 -1.381  N8 1.035
24 H 1.969 4.593 -1.028  N8 0.983
25 H -2.521 0.535 -2.024  C11 1.171
26 H -0.917 0.477 -2.838  C11 1.036
27 H -1.209 1.800 -2.075  C11 1.005
28 H -1.096 -2.957 -0.557  N13 0.996
29 H -2.725 -1.783 -2.199  C14 1.053
30 H -3.335 -1.351 -0.486  C14 1.130
31 H -3.234 -3.030 -1.070  C14 1.100